[1]
{"formula": "C15H19BrClF2O2PSi", "method": "ωB97M-V with the def2-TZVPD basis set", "elements": ["C", "C", "O", "C", "Si", "Cl", "P", "O", "Br", "H", "H", "H", "H", "H", "H", "H", "H", "H", "F", "C", "C", "C", "C", "C", "C", "H", "H", "H", "H", "H", "F", "C", "C", "C", "C", "C", "C", "H", "H", "H", "H", "H"], "xyz": [[-0.63, -1.51, -0.51], [-1.24, -0.50, 0.68], [-2.06, 0.60, 0.15], [-3.17, 0.08, -0.70], [-4.85, 1.02, -0.30], [-4.72, 2.11, 1.58], [-6.41, -0.51, 0.01], [-6.72, -1.45, -1.42], [-5.49, -1.94, 1.55], [-0.33, -0.92, -1.48], [0.25, -2.17, -0.09], [-1.53, -2.25, -0.75], [-1.96, -1.12, 1.41], [-0.30, -0.14, 1.30], [-3.40, -1.07, -0.48], [-2.89, 0.19, -1.86], [-5.18, 2.02, -1.30], [-7.29, -2.23, -1.08], [4.15, -3.67, 1.81], [4.03, -3.49, 0.49], [3.39, -2.36, 0.01], [3.27, -2.17, -1.37], [3.79, -3.13, -2.25], [4.42, -4.27, -1.75], [4.55, -4.45, -0.38], [2.99, -1.63, 0.70], [2.78, -1.28, -1.76], [3.69, -2.98, -3.32], [4.82, -5.01, -2.44], [5.05, -5.32, 0.03], [3.20, 4.84, -0.11], [2.07, 4.49, 0.50], [1.35, 3.39, 0.03], [0.17, 3.02, 0.68], [-0.29, 3.75, 1.78], [0.44, 4.85, 2.24], [1.63, 5.22, 1.60], [1.71, 2.84, -0.83], [-0.40, 2.16, 0.32], [-1.21, 3.46, 2.28], [0.09, 5.42, 3.09], [2.21, 6.06, 1.95]], "lowdin_charge": [-0.10, -0.24, -0.33, -0.36, 0.15, 0.16, 0.35, -0.47, 0.17, 0.09, 0.08, 0.07, 0.13, 0.13, 0.06, 0.12, -0.06, 0.07, 0.06, -0.29, -0.03, -0.09, -0.10, -0.08, -0.02, 0.11, 0.10, 0.10, 0.10, 0.12, 0.06, -0.29, -0.02, -0.07, -0.09, -0.08, -0.02, 0.11, 0.08, 0.10, 0.10, 0.11], "smiles": "CCOC[Si@H](Cl)P(O)Br.Fc1ccccc1.Fc1ccccc1"}

=====

[2]
{"formula": "C15H19BrNO9PS", "method": "ωB97M-V with the def2-TZVPD basis set", "elements": ["C", "C", "O", "C", "C", "O", "C", "N", "C", "O", "C", "C", "C", "C", "C", "P", "O", "Br", "C", "C", "O", "H", "H", "H", "H", "H", "H", "H", "H", "H", "H", "H", "H", "H", "H", "H", "C", "C", "O", "S", "O", "O", "O", "H", "H", "H", "H"], "xyz": [[-3.35, 3.73, 0.10], [-3.89, 2.34, -0.23], [-4.20, 1.67, 0.99], [-4.07, 0.27, 0.92], [-2.69, -0.18, 1.38], [-2.42, -1.52, 0.98], [-1.79, -1.64, -0.26], [-0.42, -2.17, -0.11], [0.60, -1.14, -0.05], [0.98, -0.62, 0.95], [1.11, -0.94, -1.44], [1.96, 0.03, -1.94], [2.32, -0.07, -3.27], [1.77, -1.06, -4.10], [0.83, -1.96, -3.61], [-0.14, -3.08, -4.70], [0.16, -2.37, -6.13], [-2.16, -2.20, -4.21], [0.62, -1.96, -2.24], [-0.07, -2.92, -1.32], [-0.20, -4.10, -1.44], [-4.18, 4.41, 0.30], [-2.76, 3.66, 1.02], [-2.74, 4.13, -0.70], [-4.83, 2.43, -0.79], [-3.17, 1.75, -0.80], [-4.28, -0.12, -0.09], [-4.83, -0.17, 1.58], [-1.92, 0.52, 1.04], [-2.65, -0.17, 2.47], [-1.80, -0.68, -0.79], [-2.35, -2.36, -0.87], [2.29, 0.85, -1.32], [3.03, 0.64, -3.69], [2.08, -1.13, -5.13], [0.09, -1.41, -6.12], [3.86, -0.44, 3.79], [2.82, 0.65, 3.68], [3.35, 1.71, 4.49], [4.94, 1.72, 4.39], [5.36, 2.67, 3.42], [5.47, 1.75, 5.70], [5.11, 0.26, 3.75], [3.79, -0.99, 4.73], [3.82, -1.14, 2.96], [1.85, 0.35, 4.07], [2.71, 1.00, 2.65]], "lowdin_charge": [-0.07, -0.27, -0.15, -0.20, -0.17, -0.09, -0.19, 0.08, -0.34, 0.15, -0.08, 0.02, -0.04, -0.06, -0.38, 0.62, -0.39, 0.30, -0.13, -0.37, 0.16, 0.07, 0.08, 0.07, 0.12, 0.11, 0.13, 0.13, 0.12, 0.13, 0.14, 0.13, 0.13, 0.11, 0.11, 0.05, -0.15, -0.16, -0.19, 0.59, -0.22, -0.22, -0.19, 0.13, 0.13, 0.14, 0.12], "smiles": "CCOCCOCN1C(=O)c2cccc(P(O)Br)c2C1=O.O=S1(=O)OCCO1"}

=====

[3]
{"formula": "C15H19Cl2NO2", "method": "ωB97M-V with the def2-TZVPD basis set", "elements": ["C", "C", "H", "H", "O", "C", "O", "C", "C", "C", "N", "C", "C", "C", "C", "C", "C", "C", "H", "H", "Cl", "Cl", "H", "H", "H", "C", "C", "H", "H", "H", "H", "H", "H", "H", "H", "H", "H", "H", "H"], "xyz": [[6.14, -0.83, -1.11], [4.78, -1.39, -0.77], [4.80, -1.95, 0.17], [4.41, -2.07, -1.55], [3.85, -0.31, -0.63], [2.61, -0.63, -0.25], [2.26, -1.76, -0.03], [1.76, 0.63, -0.14], [1.35, 0.86, 1.32], [0.29, -0.17, 1.76], [-0.89, -0.18, 0.91], [-1.76, 0.96, 1.07], [-3.13, 0.67, 0.50], [-3.69, -0.59, 0.68], [-4.94, -0.88, 0.17], [-5.66, 0.10, -0.52], [-5.10, 1.35, -0.69], [-3.85, 1.64, -0.19], [-3.42, 2.62, -0.34], [-5.66, 2.11, -1.23], [-7.22, -0.25, -1.15], [-5.61, -2.45, 0.40], [-3.12, -1.34, 1.20], [-1.38, 1.89, 0.62], [-1.88, 1.15, 2.14], [-0.51, -0.46, -0.46], [0.52, 0.53, -1.03], [0.80, 0.22, -2.04], [0.07, 1.53, -1.10], [-1.41, -0.45, -1.07], [-0.08, -1.46, -0.48], [-0.02, 0.03, 2.79], [0.72, -1.17, 1.72], [2.22, 0.78, 1.98], [0.94, 1.87, 1.42], [2.39, 1.46, -0.47], [6.85, -1.63, -1.23], [6.48, -0.16, -0.33], [6.09, -0.27, -2.04]], "lowdin_charge": [-0.07, -0.22, 0.13, 0.13, 0.00, -0.47, 0.12, -0.22, -0.11, -0.18, -0.17, -0.15, -0.21, -0.06, -0.68, -0.70, -0.10, -0.03, 0.11, 0.11, 0.67, 0.68, 0.12, 0.12, 0.14, -0.17, -0.11, 0.12, 0.11, 0.12, 0.12, 0.12, 0.12, 0.12, 0.11, 0.14, 0.08, 0.08, 0.08], "smiles": "CCOC(=O)C1CCN(Cc2ccc(Cl)c(Cl)c2)CC1"}

=====

[4]
{"formula": "C15H19FN2OS", "method": "ωB97M-V with the def2-TZVPD basis set", "elements": ["C", "N", "C", "S", "N", "C", "O", "C", "C", "C", "C", "C", "C", "H", "H", "F", "H", "H", "H", "C", "C", "C", "C", "C", "C", "H", "H", "H", "H", "H", "H", "H", "H", "H", "H", "H", "H", "H", "H"], "xyz": [[3.45, 1.78, -0.52], [2.38, 1.00, -0.25], [1.28, 1.79, 0.01], [1.13, 3.31, 0.13], [-0.07, 0.85, 0.13], [-0.76, 0.04, -0.51], [-0.22, -0.59, -1.28], [-2.17, -0.07, -0.38], [-2.71, -1.35, -0.57], [-3.95, -1.70, -0.24], [-4.87, -0.43, 0.23], [-4.44, 0.76, 0.30], [-2.98, 0.74, 0.05], [-2.62, 2.03, 0.32], [-5.02, 1.42, 0.60], [-6.18, -0.92, 0.58], [-4.36, -2.80, -0.32], [-2.03, -2.19, -0.75], [-0.61, 1.70, 0.78], [2.37, -0.36, 0.19], [2.77, -1.24, -1.23], [2.78, -2.61, -0.58], [3.88, -2.79, 0.46], [3.42, -2.00, 1.78], [3.41, -0.41, 0.97], [3.19, 0.05, 2.07], [4.41, -0.43, 0.90], [4.24, -2.02, 2.38], [2.43, -2.42, 2.09], [3.95, -4.00, 0.77], [4.89, -2.51, 0.03], [1.87, -3.08, -0.56], [3.23, -3.26, -1.58], [3.77, -1.04, -1.53], [2.05, -1.17, -1.92], [1.48, -0.57, 0.46], [3.82, 2.32, 0.09], [3.12, 2.53, -1.09], [4.14, 1.16, -1.00]], "lowdin_charge": [-0.11, -0.11, -0.74, 0.84, 0.11, -0.67, 0.16, -0.23, -0.06, 0.05, -0.15, 0.00, -0.02, 0.21, 0.05, -0.03, 0.15, 0.13, 0.16, -0.32, -0.06, -0.24, -0.23, -0.07, -0.15, 0.18, 0.08, 0.05, 0.12, 0.15, 0.12, 0.07, 0.17, 0.10, 0.06, 0.08, 0.01, 0.05, 0.11]}

=====

[5]
{"formula": "C15H19N3O", "method": "ωB97M-V with the def2-TZVPD basis set", "elements": ["C", "C", "C", "C", "C", "C", "C", "C", "H", "H", "H", "C", "O", "N", "H", "C", "H", "C", "H", "H", "C", "N", "C", "N", "C", "C", "H", "H", "H", "H", "H", "H", "H", "H", "H", "H", "H", "H"], "xyz": [[4.90, 1.70, 0.79], [4.12, 0.49, 0.40], [4.78, -0.71, 0.17], [4.08, -1.86, -0.17], [2.71, -1.80, -0.31], [2.04, -0.60, -0.12], [2.73, 0.55, 0.26], [2.01, 1.83, 0.55], [0.93, 1.69, 0.58], [2.33, 2.23, 1.52], [2.24, 2.59, -0.20], [0.55, -0.63, -0.32], [-0.20, -1.34, 0.31], [0.14, 0.19, -1.32], [0.82, 0.77, -1.79], [-1.24, 0.30, -1.74], [-1.27, 0.34, -2.83], [-1.93, 1.53, -1.14], [-2.84, 1.74, -1.72], [-1.27, 2.39, -1.22], [-2.32, 1.31, 0.33], [-3.45, 0.43, 0.44], [-3.43, -0.91, 0.69], [-4.63, -1.42, 0.67], [-5.47, -0.39, 0.40], [-4.76, 0.77, 0.25], [-5.06, 1.77, 0.04], [-6.53, -0.54, 0.33], [-2.53, -1.45, 0.88], [-2.57, 2.27, 0.79], [-1.48, 0.86, 0.87], [-1.76, -0.61, -1.41], [2.15, -2.69, -0.57], [4.61, -2.79, -0.33], [5.85, -0.75, 0.28], [5.97, 1.50, 0.77], [4.69, 2.53, 0.11], [4.63, 2.02, 1.80]], "lowdin_charge": [-0.05, -0.23, -0.04, -0.07, -0.02, -0.10, -0.18, -0.03, 0.06, 0.09, 0.09, -0.47, 0.07, 0.07, 0.15, -0.17, 0.12, -0.15, 0.11, 0.11, -0.14, -0.10, -0.18, 0.05, -0.17, -0.09, 0.11, 0.09, 0.11, 0.13, 0.12, 0.12, 0.12, 0.10, 0.11, 0.08, 0.08, 0.08], "smiles": "Cc1cccc(C(=O)NCCCn2ccnc2)c1C"}

=====

| no. | lowest unoccupied orbital energy (eV) | strongest force on any atom (Eh/bohr) | Kohn-Sham gap (eV) |
| --- | --- | --- | --- |
| 1 | -0.4418 | 0.062 | 8.5 |
| 2 | -0.9695 | 0.018 | 8.9 |
| 3 | 0.7216 | 0.010 | 9.2 |
| 4 | 0.6139 | 0.303 | 9.1 |
| 5 | 0.5868 | 0.012 | 9.1 |